Computed, not measured: C22H32N4NbO8S2 as an isolated structure in a non-equilibrium geometry, with the ωB97M-V functional and the def2-TZVPD basis.

energy relative to the best compared isomer or geometry (same formula, charge and spin): 3.228 eV
HOMO energy: -0.3632 Eh
total charge: +1

```
69
Properties=species:S:1:pos:R:3:forces:R:3:mulliken_charge:R:1
C 1.6123 -1.8976 2.2226 -0.686 0.453 1.000 0.39
O -0.7630 -0.5321 2.4659 1.529 -0.778 -0.466 -0.74
H -5.8191 0.1931 4.9594 0.638 0.183 0.441 0.32
H 4.6720 3.0599 -2.4546 0.514 0.354 0.617 0.55
H 2.2668 1.8118 -0.1191 0.082 0.039 0.511 0.07
H 3.8783 -3.2088 4.9901 0.141 -0.263 -0.827 0.38
C 3.7636 2.7371 -2.9148 -0.293 -0.178 -1.070 -1.02
C -2.9147 -1.9107 -2.2443 -0.585 -0.751 1.388 -0.85
C 3.8366 -2.2649 3.0308 0.844 0.219 -1.093 -0.46
H 3.5923 4.5725 -4.0021 -0.485 -0.713 0.535 0.30
O 1.3955 0.6340 2.3640 -1.112 -1.074 -0.985 -0.69
H 2.3505 1.3791 -5.5901 0.512 0.240 -0.971 0.37
H -2.7807 -2.6789 -2.9636 0.071 -0.420 -0.860 0.44
H -3.8820 -4.2550 -0.3783 0.150 -0.078 0.328 0.33
N -3.1603 -1.8192 1.4043 1.011 0.806 5.838 -0.60
H -4.6710 1.5774 5.0024 0.147 -0.411 -0.180 0.31
H -3.1001 -0.3530 -3.6741 0.141 0.201 0.450 0.46
H -3.2590 1.3956 -1.8664 0.137 0.663 -0.020 0.50
C -3.0434 -0.5830 -2.6047 0.028 -0.405 -0.297 -0.70
Nb -2.3406 -1.7503 3.0449 -0.643 1.184 -5.001 1.29
C -3.0179 1.1478 0.7059 -1.236 0.207 -0.202 -1.52
C 2.9699 1.8058 -2.0099 -0.189 0.201 0.112 0.40
C 2.9911 -1.6963 2.0834 -1.328 -0.251 0.352 -0.56
C 1.3108 2.0116 -3.9678 -1.327 1.916 0.450 -0.06
O -0.3529 -5.1157 3.7066 0.317 1.657 -1.277 -0.60
H 1.0831 4.1694 -4.5413 -0.325 -0.042 0.070 0.34
C -4.7745 0.5030 5.1928 -0.856 -0.136 0.676 -1.07
H 0.8404 2.3718 -1.9273 0.068 0.728 0.219 0.43
S 0.6497 -0.4632 1.7498 -0.753 0.722 0.738 1.42
C -3.1597 -1.4260 0.1488 0.380 1.822 -4.890 0.34
H 4.1443 2.2476 -3.8532 -0.296 0.105 0.683 0.24
H 3.4648 0.8058 -2.0594 -0.453 0.242 0.250 0.15
H 0.2261 1.9903 -4.1909 0.677 -0.550 -0.245 0.45
H 1.4928 0.1262 -4.9787 0.563 0.576 0.630 0.40
C 3.3012 -2.9715 4.0845 1.174 -0.679 1.194 -0.74
H -3.8754 1.8447 0.5986 0.361 -0.345 -0.115 0.49
O 0.5185 -0.5018 0.3150 -0.163 0.385 0.206 -0.59
H 3.3222 -0.9825 1.3339 0.148 -0.186 0.200 0.39
O -2.9794 0.2977 3.6600 -0.243 -2.833 0.472 -0.63
H -2.2427 -3.9572 0.3239 -0.619 -0.013 -0.586 0.00
H 3.8331 2.3685 -0.2070 -0.317 -0.149 -0.015 0.28
O -1.2006 -3.3105 2.0547 0.704 -0.962 1.808 -0.44
C 1.4950 1.7337 -2.4916 -0.065 -1.625 0.058 -1.37
H 2.8978 0.7344 -4.1674 -0.512 -0.249 -0.555 0.31
H 1.6387 -4.3549 4.5789 0.706 1.504 -0.131 0.41
O -3.9406 -1.6007 4.4039 0.861 0.037 -0.905 -0.68
H 4.9162 -2.1637 2.8106 -0.643 0.127 0.921 0.37
H 2.4034 3.3189 -5.3420 -0.442 0.081 -0.017 0.20
N 2.3457 4.6963 -2.3467 -0.014 0.481 -0.448 -0.50
H -2.1259 1.7253 0.5357 0.478 0.149 -0.065 0.24
C -3.0496 -2.3870 -0.9240 0.878 1.354 0.271 0.79
N 2.9158 2.3767 -0.6529 0.401 -0.523 -0.487 -0.55
C -3.8612 -0.3293 4.3488 -0.496 2.638 1.459 1.24
H 2.4575 4.3787 -1.4196 -0.192 -0.390 0.918 0.29
N 2.0573 0.9686 -4.7296 -0.428 -1.202 0.230 -0.13
H -3.0357 0.8236 1.7139 0.136 -0.124 0.678 0.22
H 1.4862 5.1626 -2.5759 0.000 0.020 0.234 0.21
C -3.1189 0.0061 -0.2556 -0.030 -1.383 0.086 1.34
O -1.1406 -2.9181 4.3928 -0.435 -0.170 -0.372 -0.74
C 1.8495 3.4224 -4.3914 1.258 -1.382 0.185 -1.13
C 1.1428 -2.8393 3.1653 -0.613 -1.513 -0.834 0.30
H -4.5617 0.3413 6.2878 -0.287 -0.126 -1.129 0.31
H 1.0618 0.7411 -2.2623 0.304 0.136 -0.103 0.49
H -2.4728 -4.4761 -1.3594 0.052 0.448 -0.138 0.41
C -3.1228 0.3697 -1.6071 -0.306 -1.071 0.460 -0.72
C 1.9997 -3.4333 4.0306 0.235 -1.212 0.838 -0.67
C 2.9125 3.9011 -3.3821 0.782 1.750 -1.578 0.27
C -2.8850 -3.8410 -0.5693 -0.222 -0.231 0.203 -1.16
S -0.4442 -3.7295 3.3139 0.162 0.792 0.151 1.47
```
Positions in Å, forces in eV/Å.

Computed, not measured: C3H3IrO2 as an isolated structure in a non-equilibrium geometry, with the ωB97M-V functional and the def2-TZVPD basis.

energy relative to the best compared isomer or geometry (same formula, charge and spin): 0.000 eV
HOMO energy (spin up / spin down): -0.8569 / -0.9771 Eh
spin multiplicity: 6
total charge: +3
<S²>: 8.76

```
9
Properties=species:S:1:pos:R:3:forces:R:3:lowdin_spin:R:1
H -2.0937 2.2980 -1.5224 -0.003 -0.102 0.045 0.04
H -3.1053 1.2932 1.3181 -0.083 -0.168 -0.001 0.05
H -1.3991 2.9793 0.0751 -0.094 0.012 -0.011 0.05
Ir 2.4614 -0.0094 -1.9594 3.913 0.168 -2.633 2.78
C -2.8400 1.4445 0.2713 -2.364 -1.705 2.015 1.17
O 0.9607 -0.1744 -0.8960 -1.544 0.726 1.035 0.14
C -2.0556 2.2533 -0.4282 1.605 2.628 -1.809 0.64
O -0.9585 -0.6525 0.2910 1.665 1.773 -1.609 0.08
C -0.0666 -0.2720 -0.3356 -3.095 -3.330 2.969 0.04
```
Positions in Å, forces in eV/Å.

Computed, not measured: C26H31InN5O2 as an isolated structure in a non-equilibrium geometry, with the ωB97M-V functional and the def2-TZVPD basis.

energy relative to the best compared isomer or geometry (same formula, charge and spin): 0.000 eV
HOMO energy: -0.3985 Eh
total charge: +1

```
65
Properties=species:S:1:pos:R:3:forces:R:3:mulliken_charge:R:1
N 1.1561 -2.0194 -0.2441 -0.114 1.315 0.488 0.29
H 0.6133 0.7759 4.3939 0.027 -0.012 0.029 0.19
C 0.7942 1.7972 4.7388 -0.178 0.112 -0.155 -1.52
C 4.0211 -3.5131 -2.0675 0.063 0.052 -0.054 -0.81
H -0.2250 2.9945 -1.7177 -0.144 0.046 -0.033 0.35
C -1.9539 -2.6551 1.7151 -0.043 0.009 -0.038 -0.70
H 3.8968 -2.2010 2.5223 0.023 0.091 0.028 0.54
C 0.2092 -2.8153 0.3267 0.208 -0.375 -0.343 0.00
H -1.8878 2.6779 -2.2019 0.001 -0.029 0.022 0.46
H -1.7110 0.5389 -1.1133 -0.035 0.003 -0.016 0.27
H -2.1365 -3.7126 1.5877 0.011 0.000 0.019 0.57
C 1.5782 2.5922 3.7353 -0.119 -0.005 -0.248 1.01
H 0.6755 -2.9378 -2.4769 0.002 -0.017 -0.021 0.23
N -1.0225 1.2527 -0.8867 0.253 -0.123 0.133 -0.38
H -3.6302 -2.2704 2.9945 0.011 0.012 0.028 0.47
C 2.2033 2.8532 -0.0048 -0.206 0.128 0.266 -0.94
H 0.8321 -0.6699 -2.4961 0.084 -0.063 -0.053 0.08
H 1.1707 2.9322 -0.3531 0.155 0.070 0.000 0.04
N 1.4023 0.1479 -2.2864 0.171 -0.022 0.680 -0.33
H 3.9295 4.4809 1.2954 -0.007 0.016 0.009 0.42
H 1.8895 -2.7601 -3.7715 -0.008 0.003 -0.012 0.37
C -2.4626 -0.4944 2.6835 -0.028 0.014 -0.039 -0.94
N -0.6228 -0.7825 1.2615 -0.138 -0.055 -0.077 0.07
C -0.9211 2.2075 -2.0116 -0.031 -0.022 -0.163 -0.78
C -1.3458 0.0049 2.0353 -0.138 -0.001 0.223 1.12
O 0.1913 -4.0306 0.2915 -0.076 0.123 0.110 -0.67
H -3.0554 0.1517 3.3148 0.021 0.013 0.005 0.59
H 6.0176 -3.7575 -1.3326 -0.011 -0.016 -0.002 0.43
H 1.3342 1.7568 5.6824 -0.003 -0.058 -0.006 0.52
C 2.4426 -2.5466 -0.5434 0.270 -0.232 -0.161 0.08
C -0.4057 1.5329 -3.2736 0.130 0.089 0.241 -0.72
H -0.1777 2.2593 4.9187 -0.058 -0.056 0.016 0.32
H -1.3920 1.7499 -0.0794 -0.038 -0.013 -0.003 0.28
C 1.4216 2.4455 2.3390 0.278 0.594 0.242 -0.13
H -0.9621 0.6068 -3.4554 -0.022 0.024 -0.102 0.34
In 0.9594 0.1495 0.0985 -0.879 -0.054 -0.185 1.48
H 2.5626 1.8260 -0.2440 0.204 0.074 -0.104 0.18
N 0.4892 1.5814 1.7591 0.295 -1.540 -0.702 0.27
H -0.5998 2.1959 -4.1165 -0.001 -0.046 -0.045 0.39
C 1.0883 1.2449 -3.2250 -0.128 0.087 -0.100 -0.73
H 2.3639 -0.1606 -2.4127 0.017 -0.058 -0.006 0.31
C -0.8678 -2.0676 1.0875 -0.033 -0.210 0.135 0.37
C 4.7169 -2.9142 0.1465 -0.007 0.004 0.002 -1.04
H 2.8236 3.5448 -0.5701 0.073 -0.103 -0.101 0.55
H 3.1151 -0.8020 1.7908 0.012 -0.002 0.068 0.22
H 4.0756 4.9013 3.7265 -0.001 -0.007 -0.003 0.40
H 5.4865 -2.8741 0.9079 -0.004 0.029 -0.006 0.43
C -0.7815 1.3959 2.2330 0.063 0.621 0.154 -0.69
H 1.5542 -4.3343 -3.0686 -0.050 0.016 -0.033 0.47
C 1.6476 -3.2729 -2.8372 0.052 -0.019 0.011 -1.83
H 2.6009 3.6575 5.2691 0.031 -0.009 0.000 0.45
C 2.7251 -3.0806 -1.8028 -0.164 -0.087 0.127 0.89
C 3.2562 3.9746 1.9771 0.130 0.085 -0.108 -0.98
C 3.4365 -2.4734 0.4482 -0.044 0.045 -0.132 1.17
C 3.1322 -1.9040 1.8079 -0.091 -0.026 -0.128 -1.39
H 4.2437 -3.9462 -3.0357 0.005 0.016 -0.003 0.48
C 2.5132 3.5100 4.1998 0.079 -0.074 -0.127 -0.84
H 1.4425 0.9963 -4.2276 0.053 -0.044 0.048 0.44
C 3.3473 4.2026 3.3379 -0.020 0.023 0.036 -0.87
C -2.7662 -1.8433 2.5032 0.086 0.008 -0.102 -0.46
C 2.2980 3.1139 1.4672 -0.141 -0.076 0.144 1.04
H 2.1665 -2.2419 2.1837 0.009 -0.012 0.044 0.26
O -1.4709 2.2478 2.7645 0.088 -0.185 0.153 -0.61
H 1.6205 2.1384 -2.8942 0.057 -0.018 -0.048 0.33
C 5.0146 -3.4184 -1.1103 0.000 -0.055 -0.008 -0.85
```
Positions in Å, forces in eV/Å.

Computed, not measured: a 2-piece molecular cluster, CH2N2O2Si overall in a non-equilibrium geometry, with the ωB97M-V functional and the def2-TZVPD basis.

energy relative to the best compared isomer or geometry (same formula, charge and spin): 2.755 eV
HOMO energy: -0.4101 Eh

```
8
Properties=species:S:1:pos:R:3:forces:R:3:mulliken_charge:R:1
N -1.4931 -2.5108 0.4116 1.394 2.102 -1.006 -0.33
O 2.0466 -0.2754 -0.8239 -0.687 0.386 0.591 -0.50
H -1.2331 1.5372 -1.5576 1.356 -2.219 2.370 0.00
O 1.9001 1.2572 0.6995 0.093 0.256 0.261 -0.51
H -1.2313 0.8399 1.1726 0.587 0.048 0.282 0.00
N 1.4243 0.4141 -0.0265 -0.313 -0.584 -0.562 0.82
Si -0.4706 0.2709 0.0587 -1.288 1.446 -2.806 0.28
C -0.9429 -1.5331 0.0656 -1.142 -1.434 0.869 0.26
```
Positions in Å, forces in eV/Å.

Computed, not measured: a 2-piece molecular cluster, C2H8OS overall in a non-equilibrium geometry, with the ωB97M-V functional and the def2-TZVPD basis.

energy relative to the best compared isomer or geometry (same formula, charge and spin): 1.741 eV
HOMO energy: -0.3440 Eh

```
12
Properties=species:S:1:pos:R:3:forces:R:3:mulliken_charge:R:1
H -2.6830 0.0823 0.7732 1.159 -1.169 -0.888 0.34
H 1.5277 -1.1663 0.7475 -0.507 0.315 -0.037 0.27
H -1.7926 -1.0327 -1.8893 0.645 0.422 0.411 0.12
O 1.8649 0.8365 0.7299 -0.285 2.178 -2.756 -0.50
S -0.7770 -0.4397 -1.1786 -1.580 -0.521 0.893 -0.23
H -2.2931 1.2174 -0.4345 -0.252 0.311 -0.347 0.32
H -1.1369 0.9922 0.7886 -0.451 -1.091 -0.778 0.24
H 0.8770 -0.4018 2.1013 -2.124 0.826 1.380 0.33
H 1.6042 0.7492 -0.2523 0.558 -0.032 2.601 0.34
C -1.8363 0.4068 0.1105 0.492 2.064 0.700 -0.79
C 1.6566 -0.3012 1.4314 0.763 -3.954 -2.055 -0.80
H 2.4877 -0.7305 1.9323 1.582 0.652 0.875 0.36
```
Positions in Å, forces in eV/Å.

Computed, not measured: C34H27BCsF4N4O2SeTe as an isolated structure, with the ωB97M-V functional and the def2-TZVPD basis.

energy relative to the best compared isomer or geometry (same formula, charge and spin): 0.209 eV
HOMO energy: -0.1657 Eh
total charge: -1

```
75
Properties=species:S:1:pos:R:3:forces:R:3:mulliken_charge:R:1
C 1.8143 3.7510 0.0855 0.032 0.058 -0.009 0.12
C 4.1891 4.0382 0.7293 0.050 0.020 0.032 -0.24
C 1.9143 5.6375 -1.5432 -0.009 -0.017 -0.029 0.49
N -2.4377 -4.8987 -0.3804 0.117 -0.165 -0.023 -0.85
Te -0.9627 1.9960 -2.6801 0.172 0.214 0.158 0.06
F -4.5630 1.1290 -0.2951 -0.053 0.079 0.028 -0.36
C -0.5553 -3.5039 -0.3314 -0.249 -0.214 -0.064 0.42
C 1.1931 7.4900 0.3890 0.009 0.056 -0.056 -0.79
C 0.6380 2.9735 -3.6762 -0.084 -0.078 0.014 -0.05
H 1.1670 5.8279 1.7474 -0.007 -0.005 0.001 0.51
H -1.1901 2.8669 0.7553 0.020 -0.051 -0.042 0.61
H 2.1544 1.6974 -2.8453 0.024 -0.057 0.036 0.32
C 1.9455 2.5230 -3.5110 0.011 0.083 -0.066 -0.29
C 1.6868 5.2147 -0.2376 0.017 -0.003 -0.017 -0.54
C 1.4018 7.9041 -0.9201 0.006 -0.055 0.014 -0.46
C 8.6772 -0.2794 -1.1842 -0.015 -0.031 0.024 -0.77
H 1.2831 8.9466 -1.1863 0.001 0.018 0.002 0.38
H 6.7693 5.3115 0.8958 0.015 0.021 0.002 0.32
H 2.6302 -4.0800 -0.2173 0.029 -0.029 0.006 0.51
H 10.1217 -1.8030 -0.7351 0.020 -0.005 -0.008 0.37
H -0.7655 4.4656 -1.7944 0.007 -0.003 -0.005 0.57
F -2.2853 0.9804 -0.0915 0.080 0.018 -0.015 -0.34
H 3.5647 4.8146 -5.4194 0.015 0.007 -0.001 0.36
H 7.0442 1.0959 -1.4307 0.000 0.017 -0.003 0.46
C 3.1983 3.2273 0.2232 -0.083 -0.051 -0.071 0.25
C -1.1670 3.6064 -1.2557 0.046 -0.009 -0.001 -1.29
C 2.7456 4.2983 -4.9343 -0.006 -0.013 0.009 -0.43
C 5.7482 2.2412 0.7580 0.074 0.007 0.046 -0.57
C 1.7642 6.9733 -1.8854 -0.011 0.006 0.055 -0.77
C 1.1145 -5.6488 -0.2363 0.079 -0.087 -0.001 -0.55
O 4.2450 -0.9554 0.1778 0.082 0.068 0.066 -0.64
C 6.5278 4.4951 1.5812 -0.077 -0.050 -0.035 -1.61
H 3.9533 5.0760 0.9527 0.006 -0.012 -0.007 0.49
C 0.3938 4.0892 -4.4724 0.058 0.037 -0.048 -0.21
C 4.8023 1.3635 0.2208 -0.059 -0.086 -0.040 0.67
H 7.4491 3.9480 1.7837 0.025 0.013 0.010 0.35
O 2.6587 1.1632 -0.7709 0.592 -0.003 -0.302 -1.01
N 0.8047 2.9893 0.2394 -0.173 0.098 -0.078 -0.02
F -3.6216 -0.6280 0.8586 0.022 -0.076 0.040 -0.41
C 5.4825 3.5737 1.0041 0.085 0.039 0.032 0.21
Cs 0.5299 -0.1371 0.0706 -0.296 -0.085 0.357 1.35
H 1.8557 -6.4360 -0.1999 -0.008 -0.009 0.001 0.35
C -0.5593 3.5134 0.1476 0.051 -0.020 -0.058 -0.63
H 8.5919 -3.0544 0.7508 -0.001 -0.014 0.010 0.37
H 6.7285 1.8554 1.0227 -0.009 -0.010 -0.009 0.41
H -0.6223 4.4425 -4.6036 0.004 -0.002 -0.008 0.42
C 6.5260 -0.5120 -0.1189 -0.088 0.162 -0.056 0.50
H 1.9288 7.2826 -2.9095 0.006 0.009 -0.023 0.43
H 6.1943 4.9452 2.5192 0.016 0.023 0.021 0.34
N -1.4265 -2.5102 -0.3927 0.072 -0.207 -0.018 -0.29
C 2.9930 3.1841 -4.1435 -0.014 0.011 -0.021 -0.51
H -0.5976 -6.9438 -0.2686 0.042 -0.028 0.001 0.45
H 1.2429 5.6253 -5.7057 -0.003 0.017 -0.014 0.39
F -3.4280 -0.5165 -1.4228 0.066 -0.053 0.015 -0.44
C 8.2547 -2.1454 0.2689 0.025 0.019 -0.025 -0.61
H 6.2714 -2.2338 1.1052 0.001 0.002 -0.002 0.43
N 0.7860 -3.2526 -0.2907 0.124 -0.124 0.017 -0.24
H 2.2002 4.9084 -2.2920 0.000 0.040 0.008 0.33
C 1.4440 4.7545 -5.0938 -0.046 -0.024 0.016 -0.59
H -2.2417 3.7394 -1.1485 -0.020 0.036 0.008 0.66
C 9.1152 -1.4426 -0.5655 -0.048 0.028 -0.001 -0.34
C 5.0897 -0.0753 0.0981 -0.014 0.018 0.012 -0.21
H 4.0083 2.8369 -3.9989 0.019 -0.023 0.017 0.40
H 9.3378 0.2658 -1.8461 0.015 0.006 -0.011 0.37
C 3.4975 1.8529 -0.1437 -0.317 0.050 -0.063 -0.46
C 1.5654 -4.2892 -0.2469 -0.017 0.067 0.003 -0.33
B -3.4896 0.2493 -0.2359 -0.243 -0.048 -0.041 0.40
C 1.3337 6.1519 0.7265 0.010 -0.016 0.062 0.22
H 0.9165 8.2107 1.1479 -0.006 0.012 0.016 0.40
C 7.3903 0.1877 -0.9544 0.015 -0.003 0.004 -0.10
C -1.1164 -4.8360 -0.3260 0.126 0.234 0.004 0.57
C 6.9639 -1.6863 0.4784 0.008 -0.101 0.061 -0.40
C -0.2096 -5.9339 -0.2734 -0.143 0.034 0.002 -0.53
Se -3.0218 -3.2340 -0.4483 -0.224 0.226 0.012 0.41
H -0.6392 4.5240 0.5632 0.022 0.011 0.048 0.20
```
Positions in Å, forces in eV/Å.

Computed, not measured: an isolated ion of composition C5H6N and charge +1 in a non-equilibrium geometry, with the ωB97M-V functional and the def2-TZVPD basis.

energy relative to the best compared isomer or geometry (same formula, charge and spin): 6.535 eV
HOMO energy: -0.5512 Eh
total charge: +1

```
12
Properties=species:S:1:pos:R:3:forces:R:3:mulliken_charge:R:1
H 0.3648 1.7259 -0.0077 -0.833 -1.734 0.271 0.33
H 2.2498 -1.4277 -0.7985 -0.634 1.180 0.235 0.30
N 0.5012 -0.3546 -0.0742 -0.522 0.743 -1.309 -0.12
C 1.9519 -0.5930 -0.1088 1.596 0.030 0.685 -0.78
C -2.6269 0.0628 -0.2968 4.703 3.159 1.010 0.08
C -3.5752 -0.7471 -0.2295 -2.568 -2.266 -0.043 -0.23
H 2.7084 0.2265 -0.0390 -1.320 0.079 -1.044 0.34
C -0.2245 0.7331 0.0136 3.891 0.234 -0.210 0.43
H 2.1424 -0.9847 0.8694 -0.025 -0.828 0.804 0.38
H 0.1072 -1.2786 -0.2673 -1.054 0.412 0.597 0.31
C -1.6276 0.8510 0.2033 -3.860 -0.001 -0.499 -0.37
H -1.9714 1.7864 0.7354 0.624 -1.008 -0.498 0.32
```
Positions in Å, forces in eV/Å.

Number 1: calculated total energy -68888.97185 eV. Number 2: calculated total energy -10045.77329 eV. Number 3: calculated total energy -44180.84031 eV. Number 4: calculated total energy -16016.60775 eV. Number 5: calculated total energy -15084.73776 eV. Number 6: calculated total energy -130494.66922 eV. Number 7: calculated total energy -6758.64222 eV.